## one
Computed, not measured: a 10-piece molecular cluster, C26H75N3O17 overall, with ωB97M-V with the def2-TZVPD basis set.

The calculation puts the LUMO energy at 0.0118 hartree. Its charge is 0. The calculation puts the molar mass at 701.89 g mol⁻¹. Its SMILES is COC[C@H](C)N.COC[C@H](C)N.COC[C@H](C)N.OCCO.OCCO.OCCO.OCCO.OCCO.OCCO.OCCO. The HOMO-LUMO gap is 9.255 eV.

Each atom is followed by the atoms it is bonded to, with distances in Å.
Cartesian coordinates (Å):
1 C -2.696 3.334 4.433  C2 1.504, O4 1.415, H5 1.088, H6 1.099
2 C -4.184 3.177 4.283  C1 1.504, O3 1.415, H7 1.095, H8 1.094
3 O -4.561 3.631 2.998  C2 1.415, H9 0.957
4 O -2.332 4.696 4.558  C1 1.415, H10 0.959
5 H -2.185 2.898 3.576  C1 1.088
6 H -2.383 2.804 5.343  C1 1.099
7 H -4.669 3.800 5.041  C2 1.095
8 H -4.535 2.150 4.419  C2 1.094
9 H -5.243 4.301 3.047  O3 0.957
10 H -2.408 4.962 5.477  O4 0.959
11 C -2.999 -0.051 -4.375  C12 1.510, O14 1.426, H15 1.096, H16 1.088
12 C -3.265 -1.503 -4.059  C11 1.510, O13 1.453, H17 1.097, H18 1.089
13 O -3.167 -2.295 -5.274  C12 1.453, H19 0.962
14 O -1.719 0.139 -4.975  C11 1.426, H20 0.964
15 H -2.855 0.362 -3.370  C11 1.096
16 H -3.843 0.492 -4.795  C11 1.088
17 H -4.283 -1.568 -3.655  C12 1.097
18 H -2.545 -1.829 -3.310  C12 1.089
19 H -3.393 -3.203 -5.051  O13 0.962
20 H -1.758 -0.105 -5.907  O14 0.964
21 C 0.541 4.422 -4.282  C22 1.504, O24 1.409, H25 1.104, H26 1.090
22 C -0.004 3.187 -4.946  C21 1.504, O23 1.429, H27 1.100, H28 1.095
23 O -0.378 2.291 -3.897  C22 1.429, H29 0.982
24 O 1.556 4.098 -3.359  C21 1.409, H30 0.968
25 H -0.278 4.924 -3.740  C21 1.104
26 H 0.874 5.147 -5.025  C21 1.090
27 H 0.789 2.753 -5.570  C22 1.100
28 H -0.880 3.397 -5.568  C22 1.095
29 H -0.779 1.495 -4.308  O23 0.982
30 H 1.227 3.307 -2.909  O24 0.968
31 C 0.593 -4.608 -1.338  C32 1.501, O34 1.441, H35 1.093, H36 1.090
32 C -0.424 -3.683 -0.735  C31 1.501, O33 1.422, H37 1.092, H38 1.091
33 O -1.624 -3.673 -1.499  C32 1.422, H39 0.967
34 O 0.920 -4.204 -2.682  C31 1.441, H40 0.963
35 H 0.236 -5.641 -1.350  C31 1.093
36 H 1.525 -4.560 -0.774  C31 1.090
37 H -0.043 -2.664 -0.639  C32 1.092
38 H -0.706 -4.020 0.264  C32 1.091
39 H -1.404 -3.141 -2.275  O33 0.967
40 H 0.113 -4.265 -3.204  O34 0.963
41 C 2.784 -4.805 4.046  C42 1.487, O44 1.425, H45 1.096, H46 1.098
42 C 2.262 -3.759 3.127  C41 1.487, O43 1.430, H47 1.098, H48 1.094
43 O 1.331 -4.312 2.193  C42 1.430, H49 0.967
44 O 3.343 -5.842 3.245  C41 1.425, H50 0.961
45 H 1.970 -5.205 4.661  C41 1.096
46 H 3.533 -4.369 4.720  C41 1.098
47 H 3.024 -3.255 2.519  C42 1.098
48 H 1.813 -2.963 3.728  C42 1.094
49 H 1.689 -5.184 1.976  O43 0.967
50 H 3.747 -6.491 3.827  O44 0.961
51 C 3.046 -1.696 -2.695  C52 1.496, O54 1.411, H55 1.104, H56 1.098
52 C 4.151 -0.713 -2.914  C51 1.496, O53 1.413, H57 1.103, H58 1.096
53 O 5.082 -0.612 -1.856  C52 1.413, H59 0.974
54 O 3.547 -3.015 -2.721  C51 1.411, H60 0.963
55 H 2.327 -1.566 -3.523  C51 1.104
56 H 2.520 -1.515 -1.749  C51 1.098
57 H 3.717 0.274 -3.144  C52 1.103
58 H 4.712 -0.945 -3.826  C52 1.096
59 H 4.727 0.027 -1.213  O53 0.974
60 H 2.849 -3.584 -2.380  O54 0.963
61 C -3.858 3.583 -0.753  C62 1.505, O64 1.430, H65 1.099, H66 1.096
62 C -2.790 4.255 -1.574  C61 1.505, O63 1.427, H67 1.090, H68 1.100
63 O -1.507 3.641 -1.461  C62 1.427, H69 0.970
64 O -4.154 2.294 -1.296  C61 1.430, H70 0.963
65 H -4.766 4.203 -0.757  C61 1.099
66 H -3.540 3.507 0.293  C61 1.096
67 H -2.613 5.278 -1.245  C62 1.090
68 H -3.141 4.289 -2.615  C62 1.100
69 H -1.498 2.914 -2.104  O63 0.970
70 H -4.442 1.706 -0.590  O64 0.963
71 C 4.387 3.526 1.372  C72 1.527, H77 1.096, H78 1.094, H79 1.089
72 C 4.613 2.660 0.136  C71 1.527, C73 1.493, N76 1.477, H80 1.093
73 C 6.048 2.544 -0.263  C72 1.493, O74 1.396, H81 1.100, H82 1.101
74 O 6.564 3.827 -0.459  C73 1.396, C75 1.403
75 C 7.782 3.826 -1.156  O74 1.403, H83 1.086, H84 1.101, H85 1.101
76 N 4.064 1.296 0.273  C72 1.477, H86 1.017, H87 1.016
77 H 5.038 4.406 1.336  C71 1.096
78 H 4.651 3.007 2.299  C71 1.094
79 H 3.359 3.883 1.421  C71 1.089
80 H 4.083 3.131 -0.696  C72 1.093
81 H 6.048 1.984 -1.210  C73 1.100
82 H 6.626 1.975 0.482  C73 1.101
83 H 8.012 4.846 -1.451  C75 1.086
84 H 7.740 3.202 -2.062  C75 1.101
85 H 8.599 3.423 -0.539  C75 1.101
86 H 4.319 0.930 1.187  N76 1.017
87 H 3.049 1.341 0.300  N76 1.016
88 C 0.182 0.321 -0.689  C89 1.496, H94 1.095, H95 1.089, H96 1.093
89 C -0.556 0.368 0.612  C88 1.496, C90 1.533, N93 1.476, H97 1.103
90 C -0.001 1.325 1.673  C89 1.533, O91 1.414, H98 1.098, H99 1.094
91 O 1.376 1.168 1.952  C90 1.414, C92 1.393
92 C 1.552 0.124 2.859  O91 1.393, H100 1.092, H101 1.098, H102 1.104
93 N -2.002 0.619 0.453  C89 1.476, H103 1.022, H104 1.020
94 H 0.027 -0.609 -1.245  C88 1.095
95 H 1.256 0.457 -0.571  C88 1.089
96 H -0.198 1.076 -1.383  C88 1.093
97 H -0.501 -0.615 1.109  C89 1.103
98 H -0.592 1.080 2.565  C90 1.098
99 H -0.156 2.357 1.344  C90 1.094
100 H 1.160 -0.860 2.592  C92 1.092
101 H 1.336 0.433 3.890  C92 1.098
102 H 2.639 -0.054 2.929  C92 1.104
103 H -2.157 1.256 -0.331  N93 1.022
104 H -2.418 1.157 1.214  N93 1.020
105 C -2.312 -2.189 2.727  C106 1.505, H111 1.092, H112 1.097, H113 1.090
106 C -3.104 -3.005 1.740  C105 1.505, C107 1.515, N110 1.486, H114 1.098
107 C -4.360 -3.617 2.325  C106 1.515, O108 1.416, H115 1.099, H116 1.100
108 O -4.002 -4.633 3.243  C107 1.416, C109 1.405
109 C -4.912 -4.843 4.294  O108 1.405, H117 1.094, H118 1.090, H119 1.095
110 N -3.517 -2.216 0.551  C106 1.486, H120 1.015, H121 1.025
111 H -1.243 -2.395 2.625  C105 1.092
112 H -2.538 -2.497 3.755  C105 1.097
113 H -2.537 -1.124 2.661  C105 1.090
114 H -2.512 -3.876 1.429  C106 1.098
115 H -4.946 -4.076 1.516  C107 1.099
116 H -4.995 -2.844 2.782  C107 1.100
117 H -5.467 -3.936 4.551  C109 1.094
118 H -4.326 -5.154 5.158  C109 1.090
119 H -5.619 -5.637 4.028  C109 1.095
120 H -3.354 -2.841 -0.232  N110 1.015
121 H -2.879 -1.424 0.421  N110 1.025

Atomic partial charges in e from the Mulliken method, atoms 1 to 6: number 1, C, carries 0.03; number 2, C, carries -0.42; number 3, O, carries -0.46; number 4, O, carries -0.56; number 5, H, carries -0.15; number 6, H, carries 0.35

***

## two
Computed, not measured: a 10-piece molecular cluster, C26H75N3O17 overall, with ωB97M-V with the def2-TZVPD basis set.

The calculation puts the LUMO energy at 0.0137 hartree. Its charge is 0. The calculation puts the molar mass at 701.89 g mol⁻¹. Its SMILES is COC[C@H](C)N.COC[C@H](C)N.COC[C@H](C)N.OCCO.OCCO.OCCO.OCCO.OCCO.OCCO.OCCO. The HOMO-LUMO gap is 9.457 eV.

Each atom is followed by the atoms it is bonded to, with distances in Å.
Cartesian coordinates (Å):
1 C -19.186 -0.589 -0.198  C2 1.552, H7 1.089, H8 1.138, H9 1.087
2 C -20.463 -1.147 -0.880  C1 1.552, C3 1.579, N6 1.463, H10 1.083
3 C -20.286 -2.476 -1.716  C2 1.579, O4 1.398, H11 1.082, H12 1.101
4 O -19.270 -2.389 -2.672  C3 1.398, C5 1.388
5 C -19.106 -3.452 -3.549  O4 1.388, H13 1.093, H14 1.107, H15 1.082
6 N -21.524 -1.316 0.112  C2 1.463, H16 1.005, H17 1.013
7 H -18.348 -0.404 -0.869  C1 1.089
8 H -18.797 -1.265 0.631  C1 1.138
9 H -19.519 0.312 0.312  C1 1.087
10 H -20.843 -0.353 -1.511  C2 1.083
11 H -21.185 -2.698 -2.276  C3 1.082
12 H -20.122 -3.320 -1.029  C3 1.101
13 H -19.997 -3.672 -4.143  C5 1.093
14 H -18.826 -4.388 -3.029  C5 1.107
15 H -18.329 -3.202 -4.259  C5 1.082
16 H -22.311 -1.757 -0.331  N6 1.005
17 H -21.150 -2.022 0.734  N6 1.013
18 C -17.213 -9.294 -1.225  C19 1.501, H24 1.097, H25 1.123, H26 1.061
19 C -18.560 -9.766 -1.693  C18 1.501, C20 1.456, N23 1.491, H27 1.104
20 C -18.864 -9.400 -3.069  C19 1.456, O21 1.449, H28 1.118, H29 1.078
21 O -18.967 -7.961 -3.209  C20 1.449, C22 1.425
22 C -18.973 -7.636 -4.597  O21 1.425, H30 1.126, H31 1.114, H32 1.110
23 N -18.804 -11.215 -1.446  C19 1.491, H33 1.006, H34 0.967
24 H -17.065 -8.235 -1.474  C18 1.097
25 H -16.374 -9.942 -1.595  C18 1.123
26 H -17.189 -9.377 -0.168  C18 1.061
27 H -19.302 -9.325 -1.005  C19 1.104
28 H -19.861 -9.749 -3.436  C20 1.118
29 H -18.136 -9.794 -3.760  C20 1.078
30 H -19.458 -6.621 -4.643  C22 1.126
31 H -19.560 -8.374 -5.192  C22 1.114
32 H -17.948 -7.607 -5.022  C22 1.110
33 H -19.799 -11.360 -1.495  N23 1.006
34 H -18.270 -11.799 -2.003  N23 0.967
35 C -16.918 -5.124 -1.026  C36 1.520, H41 1.095, H42 1.053, H43 1.088
36 C -15.641 -5.232 -0.209  C35 1.520, C37 1.535, N40 1.499, H44 1.097
37 C -15.679 -4.260 0.978  C36 1.535, O38 1.431, H45 1.056, H46 1.104
38 O -14.647 -4.523 1.934  C37 1.431, C39 1.409
39 C -13.351 -4.068 1.622  O38 1.409, H47 1.069, H48 1.064, H49 1.153
40 N -15.533 -6.654 0.254  C36 1.499, H50 1.037, H51 1.004
41 H -17.787 -5.345 -0.397  C35 1.095
42 H -16.847 -5.762 -1.860  C35 1.053
43 H -16.959 -4.170 -1.547  C35 1.088
44 H -14.777 -5.089 -0.870  C36 1.097
45 H -16.589 -4.321 1.510  C37 1.056
46 H -15.631 -3.224 0.600  C37 1.104
47 H -12.676 -4.456 2.354  C39 1.069
48 H -13.276 -3.009 1.696  C39 1.064
49 H -13.085 -4.309 0.526  C39 1.153
50 H -14.941 -6.736 1.102  N40 1.037
51 H -16.426 -6.855 0.669  N40 1.004
52 C -19.756 -9.709 2.030  C53 1.510, O55 1.405, H56 1.095, H57 1.120
53 C -21.177 -9.636 1.524  C52 1.510, O54 1.438, H58 1.081, H59 1.100
54 O -21.371 -9.650 0.100  C53 1.438, H60 0.987
55 O -19.049 -10.821 1.543  C52 1.405, H61 1.024
56 H -19.792 -9.707 3.124  C52 1.095
57 H -19.123 -8.836 1.728  C52 1.120
58 H -21.726 -8.878 2.065  C53 1.081
59 H -21.537 -10.638 1.802  C53 1.100
60 H -21.531 -8.738 -0.241  O54 0.987
61 H -19.017 -10.905 0.524  O55 1.024
62 C -19.558 -5.423 4.609  C63 1.574, O65 1.396, H66 1.129, H67 1.097
63 C -18.728 -5.675 3.296  C62 1.574, O64 1.418, H68 1.097, H69 1.097
64 O -18.733 -4.539 2.447  C63 1.418, H70 0.973
65 O -20.890 -5.327 4.202  C62 1.396, H71 0.961
66 H -19.311 -4.399 5.014  C62 1.129
67 H -19.346 -6.256 5.291  C62 1.097
68 H -19.158 -6.540 2.775  C63 1.097
69 H -17.683 -5.914 3.526  C63 1.097
70 H -19.518 -4.522 1.872  O64 0.973
71 H -21.430 -5.243 4.993  O65 0.961
72 C -26.360 -6.570 0.416  C73 1.569, O75 1.423, H76 1.112, H77 1.089
73 C -26.444 -5.902 1.833  C72 1.569, O74 1.430, H78 1.102, H79 1.125
74 O -26.914 -6.840 2.804  C73 1.430, H80 0.963
75 O -25.308 -7.527 0.420  C72 1.423, H81 0.940
76 H -26.187 -5.816 -0.384  C72 1.112
77 H -27.292 -7.095 0.211  C72 1.089
78 H -27.153 -5.059 1.810  C73 1.102
79 H -25.403 -5.556 2.080  C73 1.125
80 H -26.511 -7.694 2.614  O74 0.963
81 H -25.245 -8.026 -0.375  O75 0.940
82 C -23.982 -2.046 -2.563  C83 1.540, O85 1.391, H86 1.071, H87 1.107
83 C -24.116 -0.525 -2.764  C82 1.540, O84 1.447, H88 1.093, H89 1.098
84 O -25.333 -0.141 -2.082  C83 1.447, H90 0.940
85 O -24.106 -2.354 -1.212  C82 1.391, H91 0.955
86 H -23.032 -2.407 -2.900  C82 1.071
87 H -24.752 -2.572 -3.158  C82 1.107
88 H -24.131 -0.181 -3.801  C83 1.093
89 H -23.285 0.005 -2.280  C83 1.098
90 H -26.016 -0.259 -2.716  O84 0.940
91 H -24.818 -1.776 -0.945  O85 0.955
92 C -23.666 -5.735 -2.932  C93 1.501, O95 1.441, H96 1.060, H97 1.095
93 C -24.620 -5.753 -4.090  C92 1.501, O94 1.480, H98 1.053, H99 1.079
94 O -24.120 -6.762 -5.050  C93 1.480, H100 0.970
95 O -22.436 -5.119 -3.363  C92 1.441, H101 0.941
96 H -23.580 -6.741 -2.610  C92 1.060
97 H -24.047 -5.134 -2.099  C92 1.095
98 H -24.711 -4.789 -4.507  C93 1.053
99 H -25.608 -6.093 -3.822  C93 1.079
100 H -23.356 -6.350 -5.481  O94 0.970
101 H -21.746 -5.552 -2.891  O95 0.941
102 C -23.074 -9.658 -3.217  C103 1.511, O105 1.437, H106 1.084, H107 1.104
103 C -24.225 -9.794 -2.248  C102 1.511, O104 1.454, H108 1.115, H109 1.100
104 O -24.991 -8.560 -2.186  C103 1.454, H110 0.954
105 O -23.596 -9.477 -4.543  C102 1.437, H111 0.976
106 H -22.483 -10.566 -3.262  C102 1.084
107 H -22.468 -8.792 -2.897  C102 1.104
108 H -23.969 -10.104 -1.208  C103 1.115
109 H -24.847 -10.566 -2.726  C103 1.100
110 H -25.410 -8.380 -3.024  O104 0.954
111 H -23.989 -8.583 -4.574  O105 0.976
112 C -21.890 -5.385 0.578  C113 1.527, O115 1.404, H116 1.079, H117 1.096
113 C -20.744 -6.262 0.079  C112 1.527, O114 1.478, H118 1.110, H119 1.067
114 O -21.200 -6.762 -1.236  C113 1.478, H120 0.971
115 O -21.315 -4.396 1.391  C112 1.404, H121 0.991
116 H -22.645 -5.980 1.068  C112 1.079
117 H -22.332 -4.880 -0.289  C112 1.096
118 H -20.517 -7.081 0.794  C113 1.110
119 H -19.914 -5.631 -0.148  C113 1.067
120 H -20.442 -6.808 -1.842  O114 0.971
121 H -21.452 -4.610 2.349  O115 0.991

Atomic partial charges in e from the Mulliken method, atoms 1 to 6: number 1, C, carries -1.45; number 2, C, carries 0.29; number 3, C, carries 1.93; number 4, O, carries -0.50; number 5, C, carries -0.34; number 6, N, carries -0.62

***

## three
Computed, not measured: a 10-piece molecular cluster, C26H75N3O17 overall, with ωB97M-V with the def2-TZVPD basis set.

The calculation puts the LUMO energy at 0.0066 hartree. Its charge is 0. The calculation puts the molar mass at 701.89 g mol⁻¹. Its SMILES is COC[C@H](C)N.COC[C@H](C)N.COC[C@H](C)N.OCCO.OCCO.OCCO.OCCO.OCCO.OCCO.OCCO. The HOMO-LUMO gap is 9.306 eV.

Each atom is followed by the atoms it is bonded to, with distances in Å.
Cartesian coordinates (Å):
1 C -2.012 -0.463 0.125  C2 1.516, H7 1.090, H8 1.090, H9 1.090
2 C -0.767 -0.416 0.989  C1 1.516, C3 1.549, N6 1.451, H10 1.090
3 C -0.323 0.966 1.530  C2 1.549, O4 1.422, H11 1.090, H12 1.090
4 O -0.180 1.932 0.496  C3 1.422, C5 1.443
5 C 1.099 1.927 -0.172  O4 1.443, H13 1.090, H14 1.090, H15 1.090
6 N -0.926 -1.326 2.108  C2 1.451, H16 1.010, H17 1.010
7 H -2.263 -1.483 -0.166  C1 1.090
8 H -1.841 0.195 -0.727  C1 1.090
9 H -2.873 -0.071 0.667  C1 1.090
10 H 0.009 -0.825 0.342  C2 1.090
11 H 0.513 0.837 2.217  C3 1.090
12 H -1.113 1.378 2.158  C3 1.090
13 H 1.282 2.837 -0.742  C5 1.090
14 H 1.300 1.075 -0.822  C5 1.090
15 H 1.932 1.928 0.532  C5 1.090
16 H -0.069 -1.803 2.349  N6 1.010
17 H -1.486 -2.133 1.873  N6 1.010
18 C 0.519 -1.253 -8.413  C19 1.542, H24 1.090, H25 1.090, H26 1.090
19 C 0.498 -1.539 -6.898  C18 1.542, C20 1.580, N23 1.456, H27 1.090
20 C 1.292 -0.431 -6.099  C19 1.580, O21 1.409, H28 1.090, H29 1.090
21 O 1.807 -0.894 -4.871  C20 1.409, C22 1.426
22 C 2.480 0.037 -4.026  O21 1.426, H30 1.090, H31 1.090, H32 1.090
23 N -0.881 -1.559 -6.432  C19 1.456, H33 1.010, H34 1.010
24 H -0.014 -1.958 -9.052  C18 1.090
25 H 1.521 -1.237 -8.842  C18 1.090
26 H 0.193 -0.234 -8.621  C18 1.090
27 H 0.884 -2.528 -6.649  C19 1.090
28 H 0.649 0.424 -5.889  C20 1.090
29 H 2.125 -0.067 -6.700  C20 1.090
30 H 3.499 0.239 -4.355  C22 1.090
31 H 2.437 -0.426 -3.040  C22 1.090
32 H 2.062 1.022 -3.818  C22 1.090
33 H -1.387 -2.388 -6.709  N23 1.010
34 H -1.067 -1.351 -5.462  N23 1.010
35 C -5.692 3.265 2.067  C36 1.525, H41 1.090, H42 1.090, H43 1.090
36 C -5.978 1.926 2.738  C35 1.525, C37 1.510, N40 1.437, H44 1.090
37 C -5.264 0.722 2.170  C36 1.510, O38 1.415, H45 1.090, H46 1.090
38 O -5.658 -0.494 2.779  C37 1.415, C39 1.451
39 C -4.629 -1.163 3.552  O38 1.451, H47 1.090, H48 1.090, H49 1.090
40 N -5.934 1.923 4.174  C36 1.437, H50 1.010, H51 1.010
41 H -4.612 3.413 2.062  C35 1.090
42 H -6.165 4.003 2.714  C35 1.090
43 H -6.028 3.368 1.035  C35 1.090
44 H -7.048 1.817 2.561  C36 1.090
45 H -4.202 0.935 2.291  C37 1.090
46 H -5.495 0.638 1.108  C37 1.090
47 H -4.932 -2.127 3.961  C39 1.090
48 H -4.480 -0.565 4.451  C39 1.090
49 H -3.674 -1.272 3.038  C39 1.090
50 H -5.930 0.916 4.244  N40 1.010
51 H -4.960 2.038 4.415  N40 1.010
52 C -2.502 -4.362 2.417  C53 1.549, O55 1.390, H56 1.090, H57 1.090
53 C -1.240 -5.185 2.061  C52 1.549, O54 1.440, H58 1.090, H59 1.090
54 O -1.493 -6.560 1.712  C53 1.440, H60 0.960
55 O -2.846 -3.598 1.308  C52 1.390, H61 0.960
56 H -2.377 -3.731 3.298  C52 1.090
57 H -3.343 -5.031 2.599  C52 1.090
58 H -0.693 -5.335 2.992  C53 1.090
59 H -0.600 -4.638 1.368  C53 1.090
60 H -0.656 -6.986 1.510  O54 0.960
61 H -3.803 -3.527 1.273  O55 0.960
62 C 2.522 -4.329 2.018  C63 1.546, O65 1.390, H66 1.090, H67 1.090
63 C 2.236 -2.812 2.090  C62 1.546, O64 1.475, H68 1.090, H69 1.090
64 O 1.360 -2.516 3.240  C63 1.475, H70 0.960
65 O 3.295 -4.704 3.110  C62 1.390, H71 0.960
66 H 3.090 -4.593 1.126  C62 1.090
67 H 1.618 -4.927 1.899  C62 1.090
68 H 1.806 -2.436 1.161  C63 1.090
69 H 3.212 -2.326 2.090  C63 1.090
70 H 1.682 -3.027 3.986  O64 0.960
71 H 4.183 -4.380 2.940  O65 0.960
72 C -0.933 6.783 0.088  C73 1.586, O75 1.438, H76 1.090, H77 1.090
73 C -1.059 5.551 -0.904  C72 1.586, O74 1.384, H78 1.090, H79 1.090
74 O -0.515 5.752 -2.161  C73 1.384, H80 0.960
75 O 0.304 6.958 0.798  C72 1.438, H81 0.960
76 H -1.698 6.786 0.864  C72 1.090
77 H -1.128 7.664 -0.523  C72 1.090
78 H -2.093 5.221 -1.010  C73 1.090
79 H -0.634 4.686 -0.395  C73 1.090
80 H -1.200 6.212 -2.651  O74 0.960
81 H 0.105 7.735 1.326  O75 0.960
82 C 4.002 -1.961 -0.661  C83 1.497, O85 1.414, H86 1.090, H87 1.090
83 C 4.736 -2.275 -1.927  C82 1.497, O84 1.432, H88 1.090, H89 1.090
84 O 5.597 -1.199 -2.318  C83 1.432, H90 0.960
85 O 4.998 -1.887 0.340  C82 1.414, H91 0.960
86 H 3.350 -2.761 -0.308  C82 1.090
87 H 3.408 -1.050 -0.733  C82 1.090
88 H 3.988 -2.309 -2.719  C83 1.090
89 H 5.172 -3.274 -1.897  C83 1.090
90 H 6.324 -1.242 -1.693  O84 0.960
91 H 5.720 -1.314 0.072  O85 0.960
92 C 2.928 5.720 -2.357  C93 1.560, O95 1.421, H96 1.090, H97 1.090
93 C 2.931 6.996 -1.458  C92 1.560, O94 1.412, H98 1.090, H99 1.090
94 O 1.632 7.549 -1.507  C93 1.412, H100 0.960
95 O 2.206 5.868 -3.572  C92 1.421, H101 0.960
96 H 2.419 4.894 -1.860  C92 1.090
97 H 3.953 5.392 -2.529  C92 1.090
98 H 3.613 7.767 -1.814  C93 1.090
99 H 3.062 6.665 -0.428  C93 1.090
100 H 1.100 7.101 -0.846  O94 0.960
101 H 1.300 6.001 -3.285  O95 0.960
102 C 0.393 -2.905 -2.454  C103 1.565, O105 1.403, H106 1.090, H107 1.090
103 C 0.293 -4.274 -1.702  C102 1.565, O104 1.421, H108 1.090, H109 1.090
104 O 1.348 -4.469 -0.770  C103 1.421, H110 0.960
105 O 1.527 -2.936 -3.279  C102 1.403, H111 0.960
106 H 0.417 -2.017 -1.822  C102 1.090
107 H -0.504 -2.771 -3.057  C102 1.090
108 H 0.393 -5.143 -2.353  C103 1.090
109 H -0.704 -4.374 -1.274  C103 1.090
110 H 2.113 -4.883 -1.175  O104 0.960
111 H 1.412 -2.166 -3.840  O105 0.960
112 C -0.160 0.138 5.850  C113 1.533, O115 1.410, H116 1.090, H117 1.090
113 C 1.258 0.703 5.717  C112 1.533, O114 1.452, H118 1.090, H119 1.090
114 O 1.888 0.441 6.999  C113 1.452, H120 0.960
115 O -1.003 0.310 4.733  C112 1.410, H121 0.960
116 H -0.553 0.865 6.561  C112 1.090
117 H -0.234 -0.824 6.357  C112 1.090
118 H 1.194 1.735 5.371  C113 1.090
119 H 1.840 0.232 4.925  C113 1.090
120 H 2.510 -0.279 6.876  O114 0.960
121 H -0.683 -0.165 3.962  O115 0.960

Atomic partial charges in e from the Mulliken method, atoms 1 to 6: number 1, C, carries -1.33; number 2, C, carries 2.93; number 3, C, carries -1.19; number 4, O, carries -0.28; number 5, C, carries -0.11; number 6, N, carries 0.22

***

Stability check: which of them is least stable? three.